The following is a quantum chemistry calculation of a single C11H15ClN2 molecule in a non-equilibrium geometry, from the OMol25 dataset.

## Properties
SMILES string = Clc1ccc(CNC2CCCC2)cn1
Charge = 0
Total energy = -997.64554 a.u.
Energy above the lowest of the compared OMol25 structures with the same formula, charge and spin = 6.066 eV
F_max = 7.1 eV/Å
Gap between HOMO and LUMO = 9.371 eV
HOMO = -9.1591 eV
Spin multiplicity = 1

XYZ file:
```
29
Properties=species:S:1:pos:R:3:forces:R:3:lowdin_charge:R:1
C 3.01472 1.24397 0.41342 -2.3 -0.1 0.1 -0.07
H -0.60027 0.67780 -1.92931 -0.2 0.9 2.1 0.15
H -4.37896 -1.40098 -1.15489 -0.2 -0.6 -0.5 0.09
C -4.42570 -1.14359 0.97554 0.2 1.0 -1.6 -0.18
H -5.54856 -1.23979 0.74408 1.8 -1.0 0.6 0.11
C -3.68204 1.00653 -0.30222 -5.6 -1.7 0.9 -0.10
H -3.03077 1.82527 -0.25819 -0.2 1.9 0.2 0.05
C -0.72024 0.92838 -0.78167 0.8 0.8 -0.5 -0.18
C -4.34765 0.42060 1.14875 5.1 -0.3 1.2 -0.16
C 0.71057 0.71081 -0.12332 0.5 5.2 -1.1 -0.17
C 3.31511 -0.19507 0.06536 0.4 2.9 0.3 -0.60
C 1.17864 -0.52545 -0.37496 -0.5 -0.8 -2.0 -0.17
H -1.64171 -0.02203 0.86328 0.3 -0.8 -3.6 0.21
C 1.70734 1.86078 0.19191 0.2 -7.1 0.1 0.05
N 2.42959 -0.97679 -0.49214 2.0 0.3 2.0 0.07
H -4.63783 0.98495 -1.12582 2.5 1.0 2.4 0.19
N -1.57490 -0.19740 -0.28836 2.9 3.1 4.9 -0.05
H 3.61056 1.86862 1.06362 1.1 -0.3 -0.5 0.08
H 0.45331 -1.14799 -0.86422 -0.2 -0.6 0.3 0.11
H -5.31383 0.71738 1.37116 -1.6 1.4 0.3 0.04
H -3.60751 0.67422 2.13655 -2.0 -0.3 -2.8 0.14
H -2.79568 0.00824 -1.85047 0.2 -0.2 -0.3 0.15
C -2.86795 -0.09572 -0.76735 0.1 -1.8 -1.8 -0.59
H -3.14020 -2.41524 -0.22519 0.0 2.7 -1.4 0.15
H -1.09439 2.13528 -0.69941 0.9 -3.4 0.0 0.16
H -4.01248 -1.85549 1.79933 -1.0 1.6 -1.3 0.12
Cl 5.09017 -0.75095 0.29638 -2.4 0.7 -0.4 0.51
H 1.40480 2.84928 0.49200 0.2 0.2 -0.2 0.09
C -3.57981 -1.32357 -0.43503 -3.0 -4.6 2.7 -0.16
```
Positions in Å, forces in eV/Å.